The following is a DFT calculation (wB97M-V/def2-TZVPD) of a 3-piece molecular cluster, C4H4FN2O6 overall.

```
17
Properties=species:S:1:pos:R:3:forces:R:3
C 0.480 -2.408 -1.355 0.189 1.287 1.563
C 1.145 0.678 1.703 -1.926 -1.897 -0.588
C -0.195 1.017 1.007 -0.389 -0.312 0.890
C -0.276 1.068 -0.443 -2.927 0.089 1.540
N 0.632 0.803 -1.287 4.139 1.396 -0.287
N -2.420 -0.479 -0.651 2.894 2.558 0.402
O 0.118 -2.834 -2.349 -0.386 -1.002 -1.570
O 0.809 -1.966 -0.332 0.174 -0.457 0.040
O 1.685 1.561 -1.000 -1.164 -0.772 -0.231
O 0.661 0.079 -2.250 -0.635 -1.215 -1.533
O -2.385 -1.130 0.356 -0.757 -1.191 0.716
O -2.911 -0.721 -1.700 -1.153 -0.931 -1.042
F -0.633 2.251 1.512 0.066 0.975 0.388
H 0.917 0.564 2.785 0.601 0.155 -0.722
H 1.847 1.380 1.404 1.244 1.744 0.137
H 1.546 -0.242 1.229 -0.491 0.170 0.694
H -1.019 0.380 1.370 0.520 -0.594 -0.398
```
Forces are in eV/Å.

As for the net charge: -1. For the molar mass, the calculation gives 195.1 g/mol. For the LUMO energy (spin up / spin down), the calculation gives 3.18 / 2.46 eV. As for the HOMO energy (spin up / spin down): -4.863 / -3.948 eV.

The following is a DFT calculation (wB97M-V/def2-TZVPD) of C4H4FNO in the gas phase.

```
11
Properties=species:S:1:pos:R:3:forces:R:3
C 0.275 1.498 0.027 0.035 -1.470 -0.600
C -0.066 0.105 -0.094 0.557 -0.671 0.536
C 1.185 -0.376 -0.122 1.673 -6.331 1.062
C -1.293 -0.712 -0.016 -3.885 -0.722 0.242
N 1.573 1.695 -0.011 -0.600 1.258 0.367
O 2.158 0.442 -0.063 0.755 0.738 -0.196
F 1.773 -1.909 0.089 -2.319 5.086 -1.011
H -0.480 2.247 0.103 0.183 0.842 0.006
H -1.705 -0.954 1.040 0.788 1.257 -1.309
H -2.223 -0.256 -0.637 2.285 -0.998 1.443
H -1.196 -1.781 -0.316 0.528 1.011 -0.542
```
Forces are in eV/Å.

For the molar mass, the calculation gives 101.1 g/mol. For the LUMO energy, the calculation gives 0.43 eV. As for the HOMO energy: -10.267 eV. As for the SMILES: Cc1cnoc1F.

The following is a DFT calculation (wB97M-V/def2-TZVPD) of C4H4FNO in the gas phase.

```
11
Properties=species:S:1:pos:R:3:forces:R:3
C 0.760 -0.374 -0.233 3.146 -1.175 -1.475
C -0.927 1.072 -0.383 1.188 3.416 -2.099
C -1.235 0.372 0.758 5.456 -1.011 -3.146
C -0.021 -0.503 0.792 -4.900 0.157 3.514
H 1.602 -1.896 0.125 1.685 1.286 -1.720
H 0.504 0.776 -1.992 0.061 -0.308 1.373
H -1.027 2.205 -0.780 -0.973 -2.994 1.117
H -1.969 0.314 1.462 -1.850 0.522 1.524
N 0.320 0.598 -0.989 -2.662 2.770 -1.316
O 1.873 -1.122 -0.503 -1.623 -1.962 1.831
F 0.120 -1.441 1.741 0.472 -0.700 0.397
```
Forces are in eV/Å.

For the molar mass, the calculation gives 101.1 g/mol. For the LUMO energy, the calculation gives 0.83 eV. As for the HOMO energy: -8.184 eV. As for the SMILES: Oc1[nH]ccc1F.

The following is a DFT calculation (wB97M-V/def2-TZVPD) of C4H4FNS2 in the gas phase.

```
12
Properties=species:S:1:pos:R:3:forces:R:3
C -0.917 0.995 -0.073 -1.027 0.428 0.428
C 0.521 0.819 0.017 1.546 -1.163 -0.138
C 0.933 -0.626 0.064 1.728 1.363 -0.248
C 2.203 -1.059 -0.011 -1.051 1.018 0.161
H -3.830 -0.907 0.146 0.155 -0.006 -0.021
H -1.193 2.045 -0.107 -0.420 0.145 -0.186
H 0.237 -1.427 0.077 -0.853 -0.107 0.109
H 2.433 -2.101 -0.004 0.430 -0.513 -0.049
N -1.727 0.010 0.006 -0.747 0.291 -0.134
F 3.250 -0.252 -0.091 0.132 -0.334 0.001
S -3.433 0.358 -0.039 1.172 0.023 0.014
S 1.524 2.147 0.014 -1.065 -1.146 0.060
```
Forces are in eV/Å.

For the molar mass, the calculation gives 149.2 g/mol. For the LUMO energy, the calculation gives -1.35 eV. As for the HOMO energy: -8.930 eV. As for the SMILES: F/C=C\C(=S)/C=N/S.

The following is a DFT calculation (wB97M-V/def2-TZVPD) of a 2-piece molecular cluster, C4H4FO2 overall.

```
11
Properties=species:S:1:pos:R:3:forces:R:3
C -1.780 0.057 0.054 0.949 0.829 1.481
C 1.606 -0.155 -0.255 -4.270 -1.462 -2.363
C 1.972 1.131 -0.177 3.714 4.605 -1.178
C 0.280 -0.824 -0.182 -0.118 1.010 1.197
O 2.651 0.190 0.676 0.102 0.539 1.858
O 2.294 2.347 -0.393 -2.016 -4.307 0.887
F -2.779 -0.725 -0.459 -0.953 -1.875 -1.944
H -2.243 1.059 -0.037 1.238 0.358 -0.534
H 0.115 -1.518 0.623 0.472 0.031 1.141
H -0.156 -1.415 -0.937 0.065 0.225 -1.915
H -1.961 -0.148 1.088 0.818 0.047 1.371
```
Forces are in eV/Å.

As for the net charge: -1. For the molar mass, the calculation gives 103.1 g/mol. For the LUMO energy, the calculation gives 4.28 eV. As for the HOMO energy: -2.500 eV.

The following is a DFT calculation (wB97M-V/def2-TZVPD) of C4H4HgO6 as an isolated structure.

```
15
Properties=species:S:1:pos:R:3:forces:R:3
O -0.217 -0.293 -3.109 3.444 2.180 0.343
C -0.650 -0.342 -1.926 2.782 2.458 3.701
O -1.712 -0.978 -1.662 -0.554 0.455 4.562
O 0.029 0.289 -0.986 -0.477 -0.867 -2.043
O -0.225 1.596 0.825 -0.542 0.259 -0.126
C 1.071 1.741 1.258 -0.086 0.277 -0.059
C -0.520 0.350 0.319 1.293 -0.264 2.846
Hg -1.782 -1.359 -3.548 -4.940 -4.518 -7.656
H 1.154 2.442 2.087 0.206 -0.205 -0.429
H 1.855 1.454 0.555 -0.101 0.166 0.410
H -1.600 0.178 0.318 0.296 0.064 0.018
C 0.227 -0.673 1.352 -2.490 -0.699 -0.439
O -0.285 -0.937 2.408 0.524 0.647 -0.670
H 1.437 -2.126 1.317 0.071 0.160 0.328
O 1.218 -1.341 0.793 0.574 -0.114 -0.787
```
Forces are in eV/Å.

As for the net charge: +1. For the molar mass, the calculation gives 348.7 g/mol. For the LUMO energy (spin up / spin down), the calculation gives -8.09 / -8.08 eV. Its multiplicity is 2. As for the HOMO energy (spin up / spin down): -11.359 / -13.774 eV.

The following is a DFT calculation (wB97M-V/def2-TZVPD) of C4H4IN as an isolated structure.

```
10
Properties=species:S:1:pos:R:3:forces:R:3
C 1.090 1.106 1.659 1.421 -0.724 -0.924
C -0.107 1.067 1.917 -2.011 0.227 0.125
C 0.065 -0.185 -0.325 -1.026 -0.619 -1.712
C -0.918 -0.779 -1.409 1.839 -0.263 2.131
N 2.174 0.951 1.081 2.784 1.497 1.406
I 2.127 -0.092 -0.717 -2.247 -0.624 -0.516
H -0.892 0.975 2.609 -0.689 -0.233 0.164
H -1.886 -0.339 -1.420 -0.619 0.855 0.334
H -0.569 -0.921 -2.395 0.558 0.086 -1.106
H -1.085 -1.782 -1.001 -0.010 -0.201 0.098
```
Forces are in eV/Å.

For the molar mass, the calculation gives 193.0 g/mol. For the LUMO energy (spin up / spin down), the calculation gives -1.39 / -1.37 eV. As for the HOMO energy (spin up / spin down): -7.563 / -7.577 eV.

The following is a DFT calculation (wB97M-V/def2-TZVPD) of C4H4IN in the gas phase.

```
10
Properties=species:S:1:pos:R:3:forces:R:3
C -0.192 1.566 -0.085 1.002 -4.416 0.296
C -1.144 0.682 0.109 -0.157 0.476 -0.250
C 0.529 -1.193 -0.123 -1.365 2.101 -0.216
C 1.563 -0.385 -0.026 -2.045 2.405 -0.121
N -0.794 -0.647 -0.093 -2.760 -3.496 1.123
I 3.506 0.128 -0.005 -0.147 -0.471 -0.111
H -0.013 2.543 0.088 0.613 2.888 0.413
H -2.248 0.930 0.342 1.887 -0.655 -0.525
H 0.337 -2.213 -0.357 1.046 -1.064 0.121
H -1.544 -1.410 0.150 1.927 2.232 -0.730
```
Forces are in eV/Å.

For the molar mass, the calculation gives 193.0 g/mol. For the LUMO energy (spin up / spin down), the calculation gives -0.35 / -0.35 eV. As for the HOMO energy (spin up / spin down): -7.822 / -7.821 eV.

The following is a DFT calculation (wB97M-V/def2-TZVPD) of C4H4IN3O2 in the gas phase.

```
14
Properties=species:S:1:pos:R:3:forces:R:3
C 0.421 -1.430 1.000 1.102 0.838 0.037
C 0.361 -2.144 2.084 0.867 1.381 -1.806
C -2.029 -0.627 2.534 2.082 1.215 -2.315
C -0.386 0.676 -0.335 -2.657 -1.140 -0.384
N -1.407 -0.038 1.649 -1.842 -1.386 2.109
N -0.473 -0.225 0.809 0.351 -0.080 0.830
N -0.074 -2.629 3.215 -1.462 -1.281 -0.284
O -0.006 -2.066 4.320 0.913 -0.061 0.212
O -0.675 -3.726 3.038 -0.084 0.040 0.784
I -2.575 -0.776 4.411 -0.344 0.153 0.082
H 1.225 -1.327 0.189 -1.156 -0.545 1.436
H -1.485 0.517 -0.740 2.227 1.183 0.025
H -0.180 1.768 -0.036 0.088 -1.881 -0.800
H 0.268 0.062 -0.998 -0.087 1.565 0.076
```
Forces are in eV/Å.

For the molar mass, the calculation gives 253.0 g/mol. For the LUMO energy, the calculation gives -1.04 eV. As for the HOMO energy: -8.115 eV.

The following is a DFT calculation (wB97M-V/def2-TZVPD) of C4H4INO in the gas phase.

```
11
Properties=species:S:1:pos:R:3:forces:R:3
C -0.016 -2.005 0.930 0.211 -1.175 0.956
C -0.369 -1.142 0.194 1.137 0.830 -0.550
C 0.657 1.974 0.515 -1.510 -4.076 -4.276
C -0.234 -0.066 -0.785 -0.827 0.219 0.468
N 0.904 0.839 -0.698 -2.405 2.774 3.370
O -0.430 2.070 0.959 0.953 0.567 0.612
I 2.708 0.055 -0.667 1.193 -0.574 0.033
H 0.327 -2.796 1.551 -0.216 -0.039 0.126
H 1.562 2.467 0.334 1.412 1.818 1.178
H -1.196 0.458 -0.764 0.484 0.582 -0.375
H -0.080 -0.499 -1.727 -0.431 -0.924 -1.544
```
Forces are in eV/Å.

For the molar mass, the calculation gives 209.0 g/mol. For the LUMO energy, the calculation gives 0.11 eV. As for the HOMO energy: -8.903 eV. As for the SMILES: C#CCN(I)C=O.